(1)
67
Properties=species:S:1:pos:R:3:mulliken_charge:R:1 method="wB97M-V/def2-TZVPD" largest_force_ha_per_bohr=0.0959 total_charge=-1 homo_energy_ev=-8.527 multiplicity=1
C -1.51 5.59 0.62 -1.12
C -2.15 6.49 -0.33 0.65
O -3.24 6.98 -0.18 -0.42
N -1.41 6.75 -1.68 -0.11
H -0.71 7.43 -1.39 0.39
H -0.91 5.91 -1.94 0.31
C -2.32 7.16 -2.90 -0.78
H -2.22 5.43 1.44 0.33
H -0.60 5.86 1.14 0.39
H -1.38 4.59 0.21 0.34
H -1.73 7.36 -3.79 0.36
H -2.98 8.00 -2.68 0.34
H -2.98 6.34 -3.16 0.34
C -0.66 -0.90 -0.63 -1.06
C 0.15 -0.25 0.42 0.64
O -0.30 0.19 1.50 -0.49
N 1.62 -0.19 0.15 0.01
H 1.85 -0.60 -0.75 0.42
H 2.02 0.73 0.02 0.26
C 2.45 -0.79 1.20 -0.96
H -1.72 -0.88 -0.39 0.33
H -0.49 -1.96 -0.81 0.33
H -0.55 -0.40 -1.59 0.33
H 2.14 -1.78 1.56 0.32
H 2.48 -0.11 2.05 0.46
H 3.49 -0.86 0.91 0.37
C -6.75 -6.06 1.84 -1.18
C -6.16 -5.28 0.68 0.52
O -6.17 -4.09 0.66 -0.37
N -5.61 -6.22 -0.38 -0.15
H -5.95 -7.14 -0.13 0.38
H -6.07 -5.99 -1.25 0.37
C -4.01 -6.31 -0.51 -0.69
H -7.19 -5.28 2.47 0.34
H -6.11 -6.64 2.50 0.38
H -7.60 -6.73 1.71 0.39
H -3.67 -7.12 0.13 0.29
H -3.66 -5.31 -0.28 0.35
H -3.79 -6.61 -1.54 0.36
As 4.24 4.40 0.69 2.00
F 5.81 4.97 1.42 -0.51
F 3.68 3.75 2.30 -0.50
F 2.69 3.81 -0.02 -0.52
F 4.64 5.19 -0.78 -0.44
F 4.93 2.76 0.30 -0.51
F 3.48 5.95 1.17 -0.51
As 5.11 -1.04 7.23 1.99
F 5.51 -2.69 7.63 -0.47
F 6.86 -0.61 7.02 -0.51
F 4.70 0.65 6.75 -0.49
F 3.33 -1.39 7.42 -0.52
F 5.21 -0.51 8.94 -0.50
F 5.04 -1.56 5.50 -0.51
As 0.08 2.34 -5.07 2.00
F -0.87 3.44 -6.19 -0.51
F 0.28 1.08 -6.37 -0.50
F 1.08 1.19 -4.08 -0.50
F 0.00 3.45 -3.61 -0.51
F -1.35 1.46 -4.48 -0.47
F 1.61 3.25 -5.49 -0.48
As 2.65 -5.33 -2.17 2.01
F 3.00 -3.58 -2.25 -0.48
F 2.73 -5.54 -3.94 -0.47
F 2.21 -7.08 -2.03 -0.51
F 2.56 -5.12 -0.39 -0.49
F 0.80 -4.87 -2.30 -0.58
F 4.40 -5.68 -2.10 -0.48

(2)
96
Properties=species:S:1:pos:R:3:mulliken_charge:R:1 method="wB97M-V/def2-TZVPD" largest_force_ha_per_bohr=0.0747 total_charge=+2 e_above_lowest_kcal_mol=341.9 homo_energy_ev=-12.824 multiplicity=1
Y 4.91 3.87 -1.39 1.44
C 0.68 0.59 -0.25 -1.03
C 1.91 0.34 0.58 -0.03
O 2.82 1.43 0.63 -0.32
H -0.02 1.28 0.22 0.29
H 0.12 -0.33 -0.44 0.33
H 0.79 1.12 -1.20 0.33
H 2.45 -0.52 0.17 0.28
H 1.47 0.01 1.53 0.29
C 5.47 -1.81 6.72 -0.48
C 5.38 -1.14 5.34 -0.36
C 5.42 -2.31 4.33 -0.39
O 5.71 -3.51 5.07 -0.36
C 5.23 -3.26 6.36 -0.44
H 4.75 -1.50 7.48 0.31
H 6.46 -1.75 7.17 0.24
H 6.23 -0.50 5.10 0.24
H 4.47 -0.58 5.10 0.24
H 6.19 -2.13 3.58 0.30
H 4.44 -2.37 3.86 0.23
H 5.58 -4.06 7.01 0.37
H 4.16 -3.46 6.35 0.23
C -1.96 -3.58 3.60 -0.34
C -1.34 -4.65 4.44 -0.43
C -2.44 -5.22 5.34 -0.40
O -3.53 -4.27 5.18 -0.34
C -3.46 -3.80 3.86 -0.50
H -1.74 -3.62 2.53 0.29
H -1.65 -2.63 4.04 0.22
H -0.40 -4.27 4.84 0.28
H -1.02 -5.43 3.74 0.24
H -2.21 -5.25 6.40 0.25
H -2.77 -6.24 5.13 0.29
H -4.12 -2.96 3.62 0.36
H -3.98 -4.52 3.23 0.28
C -0.86 -1.09 -5.71 -0.49
C -0.41 -1.86 -6.93 -0.65
C -0.28 -0.75 -7.92 -0.35
O -1.53 -0.05 -7.68 -0.37
C -1.95 -0.29 -6.38 -0.36
H -0.02 -0.51 -5.31 0.22
H -1.15 -1.78 -4.92 0.31
H -1.17 -2.49 -7.40 0.25
H 0.45 -2.53 -6.87 0.41
H -0.29 -1.11 -8.95 0.30
H 0.57 -0.08 -7.78 0.23
H -2.80 -0.97 -6.38 0.30
H -2.12 0.64 -5.84 0.28
O 1.70 4.01 -4.41 -0.70
C 0.92 4.26 -5.35 0.47
O 1.19 3.92 -6.65 -0.34
C 0.24 4.47 -7.53 -0.29
C -0.64 5.37 -6.73 -0.45
C -0.35 5.09 -5.29 -0.31
H -0.32 3.68 -8.02 0.24
H 0.76 5.04 -8.30 0.28
H -1.67 5.01 -6.81 0.21
H -0.52 6.39 -7.09 0.35
H -1.04 4.43 -4.75 0.27
H -0.21 6.03 -4.76 0.27
O -1.36 5.88 6.74 -0.53
C -0.53 5.47 5.98 0.49
O -0.70 4.41 5.16 -0.37
C 0.52 4.09 4.36 -0.30
C 1.28 5.34 4.56 -0.50
C 0.95 5.91 5.94 -0.39
H 0.26 3.94 3.32 0.22
H 0.92 3.16 4.75 0.24
H 0.89 5.88 3.70 0.26
H 2.34 5.19 4.40 0.33
H 0.93 7.00 5.85 0.23
H 1.60 5.70 6.78 0.33
O -4.84 0.82 0.52 -0.64
C -5.15 2.02 0.39 0.52
O -4.57 2.98 1.11 -0.36
C -5.09 4.34 0.77 -0.37
C -5.82 4.04 -0.59 -0.51
C -6.28 2.64 -0.44 -0.33
H -4.32 5.11 0.80 0.30
H -5.78 4.45 1.60 0.26
H -5.36 4.40 -1.51 0.31
H -6.67 4.72 -0.71 0.30
H -6.42 2.24 -1.44 0.27
H -7.17 2.47 0.17 0.26
O 2.62 -5.85 -4.66 -0.60
C 2.14 -5.99 -3.53 0.53
O 2.95 -5.78 -2.48 -0.34
C 2.26 -5.82 -1.24 -0.34
C 0.88 -5.47 -1.72 -0.40
C 0.71 -6.19 -3.00 -0.44
H 2.55 -4.98 -0.60 0.26
H 2.37 -6.82 -0.82 0.30
H 0.74 -4.40 -1.84 0.18
H 0.04 -5.72 -1.09 0.33
H 0.02 -5.69 -3.68 0.25
H 0.56 -7.27 -3.09 0.27

(3)
70
Properties=species:S:1:pos:R:3:mulliken_charge:R:1 method="wB97M-V/def2-TZVPD" largest_force_ha_per_bohr=0.0146 total_charge=+2 e_above_lowest_kcal_mol=14.1 homo_energy_ev=-13.656 multiplicity=1
Pd 0.14 -1.05 0.27 0.73
C 1.67 -4.54 2.66 -1.41
C 1.75 -3.37 1.72 0.41
O 0.73 -2.67 1.50 -0.44
N 2.91 -3.14 1.12 0.09
C 3.11 -2.02 0.21 -1.43
C 2.51 -2.19 -1.17 1.10
C 3.31 -2.65 -2.21 -0.85
C 2.81 -2.69 -3.50 -0.43
C 1.53 -2.22 -3.72 -1.03
C 0.79 -1.78 -2.65 -0.23
N 1.24 -1.80 -1.39 0.52
H 0.71 -4.54 3.16 0.34
H 2.47 -4.49 3.40 0.40
H 1.79 -5.47 2.10 0.35
H 3.68 -3.76 1.31 0.30
H 4.19 -1.89 0.10 0.70
H 2.74 -1.10 0.65 0.04
H 4.32 -2.96 -2.00 0.49
H 3.43 -3.04 -4.32 0.46
H 1.10 -2.19 -4.72 0.50
H -0.21 -1.40 -2.80 0.36
C -2.47 1.26 2.09 -0.62
Te -1.08 -0.31 2.45 0.33
C -2.80 -1.57 2.45 -0.89
C -3.96 -0.65 2.73 0.67
C -5.18 -1.16 3.14 -0.74
C -6.25 -0.31 3.37 -0.61
C -6.09 1.06 3.20 -0.59
C -4.87 1.57 2.79 -0.80
C -3.80 0.72 2.55 0.38
H -2.47 1.51 1.03 0.15
H -2.16 2.14 2.66 0.64
H -2.67 -2.34 3.21 0.66
H -2.87 -2.06 1.48 0.22
H -5.30 -2.23 3.29 0.47
H -7.20 -0.71 3.70 0.42
H -6.92 1.73 3.39 0.42
H -4.74 2.64 2.67 0.48
C 2.86 2.45 -2.59 -0.94
N 3.39 2.53 -1.24 0.26
C 4.39 3.56 -0.98 -1.08
C 2.94 1.70 -0.28 0.91
C 3.50 1.87 1.11 -1.77
O 2.09 0.82 -0.52 -0.36
H 2.54 3.44 -2.91 0.42
H 2.01 1.77 -2.60 0.15
H 3.62 2.09 -3.28 0.35
H 4.82 3.86 -1.93 0.39
H 5.19 3.19 -0.36 0.38
H 3.94 4.44 -0.51 0.32
H 3.41 2.91 1.45 0.45
H 4.56 1.62 1.14 0.44
H 2.96 1.22 1.79 0.28
N -2.32 -2.09 -1.36 -0.18
C -2.17 -0.76 -1.47 -0.24
N -1.22 -0.08 -0.87 1.23
C -1.29 1.29 -1.19 -1.57
C -0.50 2.31 -0.67 -0.06
C -0.74 3.61 -1.07 -0.95
C -1.76 3.91 -1.98 -0.72
C -2.57 2.90 -2.49 -0.54
C -2.32 1.60 -2.07 1.45
S -3.20 0.16 -2.50 -0.27
H -1.75 -2.60 -0.69 0.11
H -3.12 -2.55 -1.75 0.24
H 0.29 2.07 0.03 0.31
H -0.13 4.41 -0.68 0.51
H -1.93 4.93 -2.28 0.45
H -3.37 3.13 -3.18 0.46

(4)
66
Properties=species:S:1:pos:R:3:mulliken_charge:R:1 method="wB97M-V/def2-TZVPD" largest_force_ha_per_bohr=0.0187 total_charge=0 e_above_lowest_kcal_mol=7.3 homo_energy_ev=-9.248 multiplicity=1
C 1.43 -4.31 1.15 -1.42
H 0.77 -3.57 0.69 0.26
H 1.39 -5.21 0.54 0.44
H 1.06 -4.55 2.14 0.30
C 2.87 -3.80 1.22 1.08
C 3.81 -4.92 1.65 -1.68
H 3.53 -5.29 2.64 0.35
H 3.76 -5.75 0.95 0.42
H 4.84 -4.57 1.70 0.41
C 3.00 -2.62 2.20 -1.51
H 2.70 -2.94 3.20 0.46
H 4.05 -2.31 2.24 0.48
C 2.15 -1.41 1.82 0.35
N 2.48 -0.91 0.51 0.20
C 1.58 -0.76 -0.47 0.15
O 0.40 -1.11 -0.36 -1.05
C 2.15 -0.15 -1.68 1.19
C 1.57 0.20 -2.89 -0.11
N 2.58 0.74 -3.63 -0.03
C 3.71 0.69 -2.89 -0.56
N 3.48 0.16 -1.71 -0.63
H 4.66 1.04 -3.22 0.47
H 2.44 1.10 -4.56 0.23
C 0.22 0.19 -3.48 0.49
O 0.04 0.66 -4.60 -0.75
N -0.73 -0.39 -2.73 0.06
C -2.12 -0.30 -3.10 -1.14
H -2.17 -0.06 -4.17 0.40
C -2.82 0.82 -2.34 0.85
O -2.25 1.65 -1.69 -0.56
O -4.14 0.74 -2.51 -0.31
C -4.95 1.71 -1.84 -1.01
C -5.43 1.18 -0.51 0.75
C -4.58 1.17 0.58 -0.23
C -5.00 0.65 1.79 -0.65
C -6.28 0.15 1.92 -0.39
C -7.14 0.15 0.83 -0.51
C -6.71 0.67 -0.38 -0.54
H -7.38 0.67 -1.23 0.34
H -8.14 -0.24 0.93 0.37
H -6.61 -0.26 2.87 0.37
H -4.33 0.65 2.64 0.39
H -3.58 1.57 0.48 0.49
H -5.79 1.91 -2.51 0.43
H -4.36 2.63 -1.70 0.36
H -2.63 -1.24 -2.92 0.35
H -0.49 -0.68 -1.78 0.40
H 3.41 -0.55 0.33 0.47
C 2.29 -0.33 2.90 -0.24
O 2.11 -0.55 4.07 -0.63
O 2.63 0.83 2.35 -0.22
C 2.78 2.03 3.15 1.53
C 3.14 3.11 2.12 -1.72
H 3.28 4.07 2.61 0.43
H 4.06 2.84 1.61 0.39
H 2.35 3.19 1.38 0.39
C 3.91 1.85 4.16 -1.65
H 3.65 1.08 4.88 0.39
H 4.08 2.78 4.69 0.46
H 4.83 1.57 3.65 0.37
C 1.46 2.37 3.84 -1.66
H 1.55 3.33 4.35 0.47
H 0.66 2.44 3.11 0.39
H 1.21 1.61 4.57 0.38
H 1.09 -1.69 1.79 0.52
H 3.17 -3.45 0.23 0.19

(5)
24
Properties=species:S:1:pos:R:3:mulliken_charge:R:1 method="wB97M-V/def2-TZVPD" largest_force_ha_per_bohr=0.1141 total_charge=-1 e_above_lowest_kcal_mol=37.7 homo_energy_ev=-5.809 multiplicity=1
C -2.94 0.31 -0.10 0.52
C -0.15 1.55 -0.61 -1.12
C -0.11 0.49 1.53 -1.13
C -1.42 -0.46 -0.23 -0.70
C 1.03 -0.48 -0.38 -0.20
N 1.25 -1.75 0.10 -0.49
N -0.12 0.22 0.04 0.40
O -2.83 1.47 0.22 -0.67
O 3.55 -0.86 0.07 -0.73
O -3.81 -0.54 -0.26 -0.68
O 2.93 1.13 -1.20 -0.71
O 2.54 1.11 1.15 -0.72
S 2.69 0.26 -0.05 1.34
H 0.03 1.41 -1.63 0.50
H -1.22 2.11 -0.47 0.26
H 0.56 2.20 -0.26 0.52
H 0.02 -0.47 1.95 0.41
H 0.64 1.26 1.79 0.37
H -1.11 0.84 1.68 0.47
H -1.20 -0.90 -1.28 0.36
H -1.49 -1.27 0.47 0.36
H 0.76 -0.55 -1.93 0.20
H 2.12 -2.25 -0.19 0.26
H 0.39 -2.33 0.12 0.20

(6)
65
Properties=species:S:1:pos:R:3:mulliken_charge:R:1 method="wB97M-V/def2-TZVPD" largest_force_ha_per_bohr=0.0374 total_charge=0 homo_energy_ev=-7.946 multiplicity=1
Ga -1.99 0.69 0.64 0.20
Cl -9.17 2.68 0.55 -0.22
C -7.55 2.07 0.46 0.24
C -7.26 1.01 -0.39 -0.75
C -5.97 0.52 -0.46 0.49
Cl -5.66 -0.80 -1.53 -0.23
C -4.92 1.06 0.30 -0.05
O -3.72 0.53 0.17 -0.43
C -5.24 2.12 1.15 1.13
C -4.24 2.76 2.00 -0.19
O -3.06 2.47 2.00 -0.47
C -6.55 2.62 1.23 -1.07
H -8.03 0.56 -0.99 0.46
H -4.60 3.62 2.59 0.34
H -6.76 3.44 1.90 0.41
C 1.25 -4.48 -4.31 -2.23
C 2.20 -3.73 -3.38 1.93
C 3.21 -2.97 -4.24 -1.61
C 2.93 -4.75 -2.51 -1.61
C 1.45 -2.75 -2.49 -0.30
C 0.08 -2.59 -2.52 -0.08
C -0.52 -1.69 -1.67 -0.40
Br -2.39 -1.46 -1.71 -0.24
C 0.18 -0.91 -0.76 0.46
O -0.42 -0.07 0.09 -0.08
C 1.59 -1.05 -0.72 -0.66
C 2.16 -1.97 -1.58 -0.28
C 2.44 -0.22 0.24 2.61
C 2.00 -0.47 1.69 -1.47
C 3.93 -0.57 0.16 -2.47
C 2.32 1.27 -0.11 -1.47
H 1.82 -5.17 -4.94 0.43
H 0.71 -3.80 -4.97 0.42
H 0.52 -5.07 -3.76 0.42
H 3.75 -3.66 -4.89 0.46
H 3.95 -2.45 -3.63 0.31
H 2.72 -2.23 -4.86 0.36
H 3.46 -5.47 -3.14 0.46
H 2.23 -5.30 -1.88 0.37
H 3.66 -4.27 -1.86 0.31
H -0.54 -3.16 -3.20 0.59
H 3.23 -2.09 -1.55 0.41
H 2.14 -1.52 1.95 0.33
H 0.95 -0.22 1.85 0.18
H 2.60 0.13 2.37 0.47
H 4.12 -1.61 0.42 0.41
H 4.48 0.05 0.86 0.48
H 4.34 -0.39 -0.83 0.41
H 1.29 1.61 -0.09 0.20
H 2.71 1.45 -1.11 0.36
H 2.89 1.87 0.60 0.42
O -1.15 0.86 2.44 -0.72
C -0.71 1.98 2.07 1.78
O -1.10 2.42 0.94 -0.70
C 0.24 2.74 2.88 -0.01
C 0.78 3.92 2.38 -0.11
C 1.70 4.62 3.15 -0.90
C 2.06 4.14 4.40 -0.35
C 1.51 2.97 4.90 -0.83
C 0.60 2.26 4.14 -0.18
H 0.49 4.26 1.40 0.50
H 2.13 5.53 2.77 0.42
H 2.78 4.69 4.99 0.41
H 1.80 2.61 5.87 0.42
H 0.17 1.34 4.49 0.49

(7)
20
Properties=species:S:1:pos:R:3:mulliken_charge:R:1 method="wB97M-V/def2-TZVPD" largest_force_ha_per_bohr=0.0133 total_charge=+1 homo_energy_ev=-13.670 multiplicity=1
C 1.05 -1.06 1.08 -1.18
C 1.22 -0.59 -0.36 -0.27
C 0.85 0.87 -0.69 -1.02
Si -0.54 1.63 0.34 0.35
C -2.11 0.56 0.29 -0.74
C -2.01 -0.54 -0.69 0.47
O -1.77 -1.68 -0.45 -0.47
Cl -2.18 -0.01 -2.37 -0.15
H 0.00 -1.18 1.33 0.20
H 1.53 -0.37 1.77 0.42
H 1.50 -2.05 1.24 0.46
H 2.33 -0.66 -0.60 0.44
H 0.72 -1.26 -1.05 0.43
H 0.58 0.92 -1.74 0.36
H 1.72 1.51 -0.56 0.54
H -0.81 2.97 -0.19 -0.16
H -0.09 1.75 1.74 -0.10
H -2.30 0.11 1.26 0.38
H -2.94 1.22 0.05 0.47
Cu 3.24 -2.14 -0.39 0.56

(8)
13
Properties=species:S:1:pos:R:3:mulliken_charge:R:1 method="wB97M-V/def2-TZVPD" largest_force_ha_per_bohr=0.0160 total_charge=-1 e_above_lowest_kcal_mol=0.2 homo_energy_ev=-3.728 multiplicity=1
C 1.08 -0.01 -0.58 -0.37
O 1.38 -0.40 0.71 -0.67
C -0.30 -0.43 -1.06 -0.55
N -1.42 0.32 -0.44 -0.74
H 1.83 -0.42 -1.29 0.27
H 1.09 1.09 -0.71 0.23
H -0.49 -1.49 -0.84 0.28
H -0.37 -0.29 -2.15 0.32
H -1.30 1.29 -0.70 0.23
H -1.24 0.32 0.57 0.40
H -0.68 -0.39 2.69 0.21
H 0.65 0.01 1.47 0.40
O -0.25 0.40 2.34 -1.02

(9)
65
Properties=species:S:1:pos:R:3:mulliken_charge:R:1 method="wB97M-V/def2-TZVPD" largest_force_ha_per_bohr=0.0209 total_charge=0 homo_energy_ev=-8.614 multiplicity=1
C -1.60 1.48 1.56 -0.43
N -1.80 0.06 1.24 -0.08
C -2.96 -0.53 1.90 -0.38
B -4.33 -0.08 1.31 0.28
O -5.48 -0.83 1.56 -0.47
B -6.70 -0.21 1.60 0.66
O -6.80 1.12 1.21 -0.55
B -5.62 1.81 1.01 0.62
P -5.63 3.72 1.54 -0.07
O -4.74 3.55 2.94 -0.46
Br -4.02 4.38 0.15 -0.24
O -4.53 1.10 0.60 -0.10
H -0.69 1.63 2.14 0.21
H -1.52 2.07 0.65 0.06
H -2.42 1.91 2.14 0.21
H -0.98 -0.43 1.58 0.15
H -2.99 -0.32 2.99 0.37
H -2.91 -1.62 1.81 0.03
H -7.67 -0.78 1.98 -0.15
H -4.88 2.71 3.40 0.31
C 1.77 2.50 -0.68 -0.76
C 2.09 1.65 0.54 -0.46
O 1.59 0.33 0.47 -0.37
C 2.06 -0.45 -0.61 -0.34
C 3.56 -0.63 -0.64 -0.60
H 0.69 2.55 -0.84 0.30
H 2.15 3.51 -0.53 0.37
H 2.23 2.11 -1.58 0.04
H 1.62 2.09 1.42 0.41
H 3.17 1.65 0.72 0.31
H 1.71 -0.04 -1.56 0.28
H 1.57 -1.42 -0.49 0.34
H 4.09 0.32 -0.78 -0.16
H 3.84 -1.29 -1.47 0.40
H 3.91 -1.08 0.29 0.31
C -4.57 -4.34 1.26 -0.95
C -3.57 -4.42 0.12 -0.41
O -2.23 -4.19 0.51 -0.43
C -1.70 -5.09 1.47 -0.29
C -1.68 -6.54 1.02 -1.12
H -4.50 -3.37 1.75 0.19
H -5.59 -4.46 0.88 0.40
H -4.40 -5.11 2.01 0.32
H -3.78 -3.64 -0.61 0.34
H -3.67 -5.38 -0.41 0.37
H -2.23 -5.00 2.43 0.30
H -0.68 -4.74 1.64 0.37
H -2.69 -6.93 0.86 0.28
H -1.21 -7.16 1.79 0.41
H -1.12 -6.65 0.09 0.29
C 5.11 4.71 -3.12 -1.10
C 5.39 3.83 -1.91 -0.41
O 4.88 2.52 -2.02 -0.36
C 5.38 1.74 -3.09 -0.36
C 6.88 1.52 -3.06 -1.16
H 4.04 4.76 -3.31 0.30
H 5.48 5.72 -2.94 0.41
H 5.60 4.33 -4.02 0.28
H 4.90 4.25 -1.03 0.35
H 6.47 3.82 -1.69 0.32
H 5.08 2.17 -4.05 0.39
H 4.86 0.78 -3.00 0.32
H 7.44 2.45 -3.16 0.28
H 7.17 0.86 -3.88 0.40
H 7.18 1.05 -2.12 0.30